The following is a DFT calculation (ωB97M-V/def2-TZVPD) of the ion C4H7N2O with charge +1 at a distorted geometry.

The geometry in XYZ format:
```
14
Properties=species:S:1:pos:R:3:forces:R:3
C -0.368 1.033 -0.246 0.904 -3.162 -1.172
C -0.297 -0.406 1.679 1.935 -0.298 -4.079
C 0.682 -1.291 -0.426 -1.304 -0.860 -2.664
C 0.387 -1.346 1.014 -0.063 0.064 1.904
N 0.197 0.068 -0.994 0.615 -1.269 1.784
N -0.735 2.141 -0.808 0.953 -1.659 -0.847
O -0.628 0.850 0.988 -0.426 -0.677 2.661
H -0.395 -0.438 2.702 -0.804 0.758 1.965
H 1.760 -1.502 -0.674 -1.042 0.646 0.281
H 0.060 -2.145 -1.027 1.406 1.997 1.490
H 0.833 -2.168 1.653 -0.844 0.853 -1.076
H -0.011 0.105 -1.963 0.163 -0.012 -0.799
H -1.181 2.746 -0.231 -1.600 2.753 1.525
H -0.305 2.352 -1.667 0.106 0.866 -0.975
```
Forces are in eV/Å.

## Properties
ΔE to the lowest compared entry with this formula, charge and spin	110.1	kJ/mol
E_tot	-9281.64878	eV
orbital gap	10.76	eV
total charge	+1
LUMO	-3.446	eV

=====

The following is a DFT calculation (ωB97M-V/def2-TZVPD) of an isolated molecule of C6H4O5 at a distorted geometry.

The geometry in XYZ format:
```
15
Properties=species:S:1:pos:R:3:forces:R:3
C 1.499 0.536 -0.200 1.551 0.874 0.512
C 0.949 1.860 -0.184 1.169 2.147 -0.117
C 1.051 -0.706 -0.285 0.890 0.346 -0.064
C -0.985 0.057 0.070 -0.765 0.700 1.595
C 1.914 -1.765 0.164 0.816 -2.134 0.238
C -2.394 0.142 -0.324 -1.846 -1.146 -1.238
O 1.606 -2.924 0.338 -0.364 0.587 -0.224
O 2.792 0.947 0.154 0.177 0.163 0.056
O 2.217 2.330 0.222 -2.424 -2.164 -0.650
O -0.255 -0.869 -0.513 -1.559 -0.085 -0.372
O -3.311 0.659 0.723 2.274 -0.255 0.230
H 2.940 -1.456 0.411 -0.008 0.348 -0.087
H -2.502 0.907 -1.124 0.614 -0.477 0.006
H -2.754 -0.897 -0.855 0.315 2.343 1.734
H -2.768 1.182 1.405 -0.839 -1.248 -1.620
```
Forces are in eV/Å.

## Properties
ΔE to the lowest compared entry with this formula, charge and spin	1069.1	kJ/mol
E_tot	-16512.78070	eV
orbital gap	7.22	eV
LUMO	-2.124	eV

=====

The following is a DFT calculation (ωB97M-V/def2-TZVPD) of a structure of composition C43H50CoFN10O3.

The geometry in XYZ format:
```
108
Properties=species:S:1:pos:R:3:forces:R:3
Co 0.639 0.840 0.453 0.226 0.413 0.490
C -0.170 -3.951 -5.519 -0.006 0.006 0.056
C -1.341 -3.539 -4.637 0.158 -0.044 -0.010
N -0.905 -2.924 -3.378 -0.152 -0.112 -0.111
C -0.819 -1.575 -3.316 -0.014 -0.069 -0.120
C -0.382 -0.864 -2.249 -0.030 -0.024 0.068
C -0.365 0.653 -2.397 -0.096 -0.125 -0.108
O -0.712 1.097 -3.491 -0.005 0.067 0.159
O -0.042 1.304 -1.364 0.067 0.212 -0.048
C 0.042 -1.561 -1.072 -0.188 -0.147 -0.775
O 0.557 -1.038 -0.087 0.054 -0.325 0.839
C -0.139 -3.023 -1.103 -0.049 -0.096 -0.351
C 0.137 -3.791 0.020 0.104 -0.045 0.237
C 0.026 -5.153 -0.015 -0.014 0.107 0.107
F 0.264 -5.839 1.127 -0.005 0.043 0.049
C -0.318 -5.838 -1.183 0.125 0.067 0.011
C -0.603 -5.077 -2.301 -0.043 -0.020 -0.179
C -0.565 -3.679 -2.272 0.075 0.115 0.034
N -0.321 -7.252 -1.294 -0.127 -0.197 0.104
C -1.503 -7.898 -1.855 0.088 -0.023 0.069
C -1.031 -9.086 -2.709 -0.048 0.080 0.035
N 0.314 -9.505 -2.180 -0.090 0.070 0.113
C 0.279 -9.521 -0.678 0.027 0.079 0.019
C 0.237 -8.058 -0.205 0.025 -0.076 -0.184
H -0.536 -4.389 -6.449 0.012 0.006 0.011
H 0.470 -4.681 -5.019 -0.005 0.025 -0.024
H 0.440 -3.083 -5.767 -0.007 -0.026 -0.006
H -1.985 -4.387 -4.411 -0.061 0.009 0.034
H -1.959 -2.808 -5.152 -0.017 0.051 0.013
H -1.114 -1.030 -4.206 0.034 0.045 0.040
H 0.434 -3.312 0.944 0.015 0.038 -0.045
H -0.811 -5.589 -3.229 -0.020 0.002 -0.003
H -2.060 -7.210 -2.480 -0.022 0.073 -0.014
H -2.182 -8.236 -1.065 -0.016 -0.017 0.022
H -0.900 -8.819 -3.755 0.038 -0.002 -0.013
H -1.702 -9.938 -2.634 0.027 -0.052 -0.014
H 0.979 -8.778 -2.455 0.065 -0.025 -0.053
H 0.613 -10.394 -2.575 -0.012 -0.050 0.011
H 1.153 -10.042 -0.298 0.036 -0.020 -0.045
H -0.611 -10.077 -0.393 -0.020 -0.044 -0.021
H 1.244 -7.707 0.009 0.002 0.005 0.019
H -0.341 -8.005 0.720 -0.029 -0.055 -0.011
C 1.910 7.358 2.067 0.047 -0.016 0.039
C 2.994 6.580 2.765 -0.057 0.060 0.009
C 3.917 7.210 3.590 0.012 0.000 0.004
C 4.912 6.497 4.245 -0.007 0.004 -0.010
C 5.005 5.128 4.056 -0.010 0.007 0.002
C 4.108 4.478 3.220 0.079 -0.006 -0.019
C 3.095 5.195 2.589 -0.035 -0.011 0.043
N 2.166 4.582 1.718 0.002 -0.016 -0.040
C 1.717 3.281 1.745 0.018 -0.034 0.153
N 1.751 2.689 2.950 -0.107 -0.116 -0.024
C 1.546 1.323 3.261 0.042 0.042 -0.012
C 1.205 0.393 2.276 -0.029 -0.063 -0.074
C 1.085 -0.922 2.747 0.083 0.002 0.070
C 1.247 -1.286 4.075 -0.002 0.005 -0.078
C 1.557 -0.314 5.015 -0.012 -0.057 0.008
C 1.721 1.000 4.619 0.034 0.094 0.022
C 2.076 2.059 5.636 -0.016 -0.052 -0.022
N 1.250 2.696 0.681 -0.040 0.267 -0.419
C 1.306 3.475 -0.528 0.113 -0.050 0.061
C 2.405 3.340 -1.367 0.020 -0.016 0.033
C 2.478 4.049 -2.555 0.002 -0.001 0.009
C 1.440 4.899 -2.909 0.010 -0.015 -0.005
C 0.349 5.037 -2.065 -0.049 -0.027 0.014
C 0.263 4.336 -0.865 -0.078 0.034 0.010
C -0.929 4.493 0.041 0.065 -0.001 0.002
H 1.916 8.398 2.391 0.005 -0.011 -0.013
H 0.925 6.937 2.281 0.017 -0.002 -0.015
H 2.040 7.351 0.980 -0.011 0.002 0.024
H 3.844 8.282 3.730 0.000 -0.025 -0.005
H 5.614 7.011 4.890 -0.030 -0.016 -0.017
H 5.785 4.559 4.546 -0.018 0.011 -0.021
H 4.211 3.415 3.042 -0.009 0.028 -0.006
H 1.957 5.079 0.867 0.010 -0.011 -0.051
H 2.020 3.286 3.713 -0.012 0.014 0.005
H 0.854 -1.697 2.032 -0.071 -0.037 -0.006
H 1.129 -2.320 4.381 0.005 0.035 -0.019
H 1.674 -0.577 6.061 0.015 0.027 -0.044
H 2.172 1.614 6.625 -0.007 0.011 -0.018
H 1.308 2.837 5.701 0.024 -0.013 -0.002
H 3.029 2.547 5.407 -0.025 0.004 0.018
H 3.197 2.660 -1.075 -0.011 0.009 -0.022
H 3.337 3.934 -3.203 -0.018 -0.006 0.005
H 1.474 5.442 -3.845 0.000 0.003 0.026
H -0.472 5.686 -2.351 0.032 0.004 0.018
H -1.737 5.015 -0.473 0.054 0.008 -0.003
H -0.679 5.071 0.936 -0.011 -0.026 0.007
H -1.289 3.524 0.388 0.048 0.050 -0.073
C -4.403 1.809 -1.994 -0.026 -0.002 0.058
C -5.110 2.324 -0.738 0.085 0.040 -0.028
C -4.667 3.748 -0.409 -0.032 -0.004 -0.013
C -4.926 1.402 0.470 0.034 0.117 -0.093
N -3.537 1.323 0.911 -0.206 -0.007 0.099
C -2.482 0.745 0.342 0.065 -0.044 -0.162
N -1.427 1.000 1.072 -0.041 0.110 0.189
N -1.855 1.747 2.113 -0.179 -0.078 -0.054
N -3.119 1.948 2.025 0.208 -0.061 -0.065
H -4.764 2.340 -2.875 0.031 0.000 0.022
H -4.587 0.741 -2.153 0.000 0.054 -0.013
H -3.323 1.974 -1.944 -0.028 -0.032 -0.024
H -6.188 2.328 -0.928 -0.023 -0.024 0.023
H -3.586 3.791 -0.260 -0.101 -0.016 0.007
H -5.150 4.121 0.497 0.012 -0.004 -0.032
H -4.916 4.422 -1.230 0.021 -0.017 0.012
H -5.278 0.394 0.249 0.047 -0.040 -0.001
H -5.482 1.784 1.323 0.003 -0.028 0.054
H -2.492 0.190 -0.580 -0.044 0.024 0.049
```
Forces are in eV/Å.

## Properties
spin multiplicity	2
E_tot	-106785.77430	eV
orbital gap (spin up / spin down)	5.27 / 5.23	eV
total charge	+1
LUMO (spin up / spin down)	-3.280 / -3.280	eV

=====

Which of these has the highest E_tot?
C4H7N2O

=====

Number 3 is which compound?
C43H50CoFN10O3

=====

Number 3 is which compound?
C43H50CoFN10O3

=====

What is the formula in the second record?
C6H4O5